Entry 1:
One molecule with the formula C4H8O2, computed with ωB97M-V with the def2-TZVPD basis set.

Each line ends with the natural charge from an NBO analysis.
Positions of all 14 atoms, in Å:
C1 0.72374 -0.60215 1.10321  -0.634
C2 0.20789 0.24469 -0.05329  0.077
C3 -0.22339 1.66590 0.26271  -0.622
O1 -0.97268 -0.43253 -0.55903  -0.510
C4 -0.76536 -1.38024 -1.47322  0.651
O2 0.28449 -1.64499 -2.00112  -0.593
H1 1.52119 -0.10415 1.66315  0.217
H2 -0.09448 -0.84130 1.79102  0.214
H3 1.12093 -1.54193 0.70480  0.225
H4 0.95105 0.26047 -0.85495  0.205
H5 -0.67422 2.10597 -0.63288  0.221
H6 0.64060 2.27843 0.54053  0.216
H7 -0.95925 1.70644 1.07210  0.212
H8 -1.71192 -1.90206 -1.67514  0.120

As for the SMILES: CC(C)OC=O. As for the net charge: 0. Its multiplicity is 1. For the gap between HOMO and LUMO, the calculation gives 11.67 eV. For the energy relative to the best compared isomer or geometry (same formula, charge and spin), the calculation gives 42.6 kJ/mol. Its LUMO energy is 0.0372 Eh.

Entry 2:
C25H45AlF9INO6 as an isolated structure at a distorted geometry, computed with ωB97M-V with the def2-TZVPD basis set.

Each line ends with the Löwdin charge.
Positions of all 88 atoms, in Å:
C1 7.11251 -0.16296 3.03299  -0.124
C2 5.79599 -0.83603 3.38049  -0.279
C3 4.74782 -0.72013 2.28695  -0.251
C4 3.40436 -1.28981 2.72772  -0.325
C5 2.29485 -1.01901 1.68486  -0.248
Al1 0.77099 0.09310 2.42595  -0.088
I1 1.60180 1.58308 4.42397  0.338
C6 -0.04378 1.30654 1.00582  -0.242
C7 -0.03859 2.83305 1.24097  -0.270
C8 -1.21432 3.41023 2.07441  -0.411
C9 -0.71795 4.50425 3.04376  -0.095
C10 -2.03382 2.37021 2.82360  -0.107
N1 -0.49993 -1.13925 3.14173  -0.094
C11 -1.70119 -1.32650 2.34014  -0.355
C12 -2.33223 -2.71239 2.50934  -0.268
C13 -3.25525 -2.80416 3.72839  -0.121
H1 6.96103 0.82060 2.60359  0.066
H2 7.71229 -0.06016 3.93373  0.059
H3 7.69528 -0.77271 2.35129  0.062
H4 5.97921 -1.88701 3.59334  0.105
H5 5.36938 -0.38595 4.27119  0.104
H6 5.04432 -1.28252 1.40341  0.102
H7 4.62856 0.32807 2.01710  0.113
H8 3.55005 -2.36867 2.79795  0.097
H9 3.14873 -0.94775 3.72565  0.032
H10 2.68534 -0.56440 0.77603  0.037
H11 1.83247 -1.97034 1.45016  0.021
H12 -1.05801 1.02050 0.73115  0.037
H13 0.55356 1.14992 0.11283  0.015
H14 0.91243 3.16500 1.63745  0.064
H15 -0.11050 3.30345 0.25834  0.084
H16 -1.88858 3.91323 1.38562  0.113
H17 0.33374 4.38790 3.26892  0.029
H18 -1.24617 4.46683 3.98812  0.061
H19 -0.82668 5.48822 2.59862  0.063
H20 -1.43011 1.69808 3.42118  0.030
H21 -2.69274 2.89322 3.51486  0.069
H22 -2.68585 1.80505 2.16908  0.060
H23 -0.74682 -0.88568 4.09274  0.023
H24 -1.44768 -1.22997 1.28842  0.085
H25 -2.47049 -0.59259 2.59860  0.086
H26 -1.56139 -3.47338 2.55085  0.094
H27 -2.92120 -2.90172 1.60962  0.087
H28 -3.75754 -1.85454 3.87660  0.060
H29 -4.00959 -3.56794 3.58487  0.053
H30 -2.66541 -3.03736 4.60560  0.062
C14 -0.48272 3.61442 -5.81740  -0.060
C15 -1.32690 2.74309 -4.91266  -0.204
O1 -0.56805 1.63906 -4.39294  0.026
C16 0.14023 1.88527 -3.29085  -0.389
O2 0.21057 2.92502 -2.70636  0.177
C17 0.81209 0.58628 -2.81632  -0.531
F1 1.37518 -0.07924 -3.84757  0.150
F2 -0.10948 -0.22478 -2.26261  0.159
F3 1.75038 0.84640 -1.90877  0.168
H31 -0.04121 3.01797 -6.61653  0.081
H32 -1.09360 4.40004 -6.26108  0.080
H33 0.33089 4.08040 -5.26200  0.079
H34 -2.14314 2.29246 -5.47433  0.124
H35 -1.76245 3.31446 -4.09431  0.123
C18 -6.37188 0.08104 -1.86549  -0.059
C19 -5.19305 1.02899 -1.86118  -0.186
O3 -5.34942 2.05273 -2.86798  0.027
C20 -6.07871 3.10622 -2.52781  -0.403
O4 -6.63132 3.29838 -1.48421  0.173
C21 -6.09016 4.11335 -3.69173  -0.528
F4 -6.26597 3.49353 -4.87331  0.154
F5 -4.91743 4.77441 -3.73507  0.158
F6 -7.07324 5.00447 -3.53191  0.165
H36 -6.51338 -0.34774 -2.85821  0.081
H37 -6.20383 -0.72706 -1.15510  0.084
H38 -7.29148 0.59771 -1.59066  0.078
H39 -4.27653 0.50532 -2.12280  0.126
H40 -5.04849 1.48842 -0.88535  0.128
C22 2.16150 -3.47650 -0.94160  -0.056
C23 3.62613 -3.69565 -1.23431  -0.176
O5 3.95204 -5.10629 -1.26195  0.037
C24 3.73515 -5.74063 -2.40075  -0.409
O6 3.30478 -5.28244 -3.42083  0.163
C25 4.17165 -7.20978 -2.25781  -0.528
F7 3.77056 -7.73334 -1.08759  0.160
F8 5.51629 -7.29496 -2.31845  0.154
F9 3.66133 -7.95055 -3.24902  0.159
H41 1.88161 -3.96750 -0.00993  0.086
H42 1.95841 -2.41233 -0.84529  0.066
H43 1.53176 -3.88500 -1.73384  0.080
H44 4.23793 -3.27299 -0.44003  0.122
H45 3.92509 -3.23031 -2.17212  0.125

As for the net charge: -1. Its multiplicity is 1. For the gap between HOMO and LUMO, the calculation gives 6.68 eV. Its LUMO energy is 0.0748 Eh.

What DFT total energy values result from the calculations? In sequence: -307.69620 -2924.91033 hartree.